Computed, not measured: a molecular structure, C21H26BBrF5MnN6OTe, with ωB97M-V/def2-TZVPD.

Lowest unoccupied orbital energy (spin up / spin down)   -1.46 / -0.54 eV
ΔE to the lowest compared entry with this formula, charge and spin   54.9 kcal/mol
Spin multiplicity   5
Total energy   -156111.2393 eV
Kohn-Sham gap (spin up / spin down)   7.667 / 8.576 eV
HOMO level (spin up / spin down)   -9.1 / -9.1 eV

Last column: natural (NBO) charge in e.
Positions of all 63 atoms, in Å:
Mn: 0.00181 0.17051 0.17155  1.554
C: 2.13103 2.84364 0.85895  -0.659
C: 1.95979 2.37747 -0.54725  0.228
C: 2.54105 2.89594 -1.70086  -0.333
C: 2.07994 2.10796 -2.74442  0.240
C: 2.37945 2.23224 -4.19546  -0.643
N: 1.27782 1.16641 -2.22203  -0.307
N: 1.19856 1.33172 -0.88324  -0.450
B: 0.64931 -0.07890 -2.88268  0.521
N: -0.87400 -0.11205 -2.69325  -0.333
N: -1.39826 -0.25475 -1.45387  -0.422
C: -2.72206 -0.30363 -1.57048  0.228
C: -3.60383 -0.41627 -0.37695  -0.647
C: -3.06314 -0.21548 -2.92316  -0.343
C: -1.86634 -0.08461 -3.60339  0.225
C: -1.63467 0.04245 -5.06898  -0.642
N: 1.23207 -1.30278 -2.11478  -0.308
N: 1.16682 -1.40787 -0.76144  -0.376
C: 1.77626 -2.54863 -0.41565  0.207
C: 1.93242 -2.97955 1.00152  -0.644
C: 2.22396 -3.19246 -1.56854  -0.351
C: 1.85756 -2.37367 -2.62406  0.225
C: 2.09502 -2.56863 -4.08192  -0.642
H: 2.80968 3.69341 0.87745  0.238
H: 2.54974 2.04766 1.47996  0.217
H: 1.18214 3.16449 1.29396  0.249
H: 3.19832 3.74377 -1.76577  0.231
H: 3.01310 3.10034 -4.35799  0.232
H: 1.46112 2.35687 -4.76832  0.233
H: 2.89372 1.34532 -4.56539  0.228
H: 0.93686 -0.12513 -4.02881  -0.023
H: -2.99188 -0.48936 0.52229  0.223
H: -4.24132 -1.29643 -0.45611  0.225
H: -4.24329 0.46350 -0.29858  0.244
H: -4.05284 -0.21974 -3.34227  0.228
H: -2.58825 0.05424 -5.59026  0.231
H: -1.04143 -0.79188 -5.44321  0.223
H: -1.10679 0.96855 -5.29306  0.228
H: 1.95620 -2.11079 1.65723  0.227
H: 2.84906 -3.55270 1.12359  0.228
H: 1.09661 -3.60880 1.30812  0.234
H: 2.75284 -4.12637 -1.62636  0.228
H: 2.59130 -3.52122 -4.24962  0.230
H: 2.72361 -1.77124 -4.47867  0.229
H: 1.15564 -2.55880 -4.63381  0.229
F: -3.46352 3.05500 0.99823  -0.610
Te: -1.81684 3.26383 0.08658  3.431
F: -2.65097 4.85730 -0.50663  -0.600
F: -0.44853 3.84543 -1.10814  -0.619
F: -2.60971 2.52383 -1.47188  -0.615
F: -1.06313 4.41977 1.39565  -0.615
O: -1.09582 1.81846 0.81119  -1.184
Br: -0.10094 -2.78957 6.01847  0.062
C: -0.28863 -2.00635 4.29802  -0.071
C: 0.30766 -0.78185 4.04560  -0.218
C: 0.19991 -0.24615 2.77209  -0.259
C: -0.47332 -0.91531 1.74175  -0.329
C: -1.09963 -2.11948 2.04891  -0.161
C: -1.01225 -2.66843 3.31925  -0.248
H: 0.83600 -0.25634 4.82845  0.233
H: 0.64705 0.73432 2.59067  0.215
H: -1.66068 -2.65082 1.28919  0.216
H: -1.49570 -3.60780 3.54757  0.232



Computed, not measured: 4 unconnected molecules or ions with the total composition C50H57FI2NO7P, with ωB97M-V/def2-TZVPD.

Lowest unoccupied orbital energy   -1.08 eV
SMILES   COCCCCCCCc1c(O)c([C@@H](I)[C@@H](C)I)c(P(C)O)c2c1C(=O)c1c(N(C(C)=O)C(C)=O)ccc(CCF)c1C2=O.c1ccccc1.c1ccccc1.c1ccccc1
Total energy   -96801.4794 eV
Kohn-Sham gap   7.169 eV
HOMO level   -8.2 eV

Last column: Löwdin charge in e.
Positions of all 119 atoms, in Å:
C: 5.57771 1.39260 0.15914  -0.103
O: 6.50342 1.17074 -0.92612  -0.209
C: 6.30121 -0.11775 -1.51398  -0.240
C: 4.99772 -0.12694 -2.40477  -0.184
C: 5.06956 -1.21356 -3.55207  -0.195
C: 5.03476 -2.65297 -2.86462  -0.194
C: 3.60086 -2.91567 -2.25658  -0.202
C: 3.54049 -2.82809 -0.67685  -0.182
C: 2.00532 -2.81302 -0.28203  -0.139
C: 1.76978 -2.68128 1.25702  -0.044
C: 1.77495 -3.84169 2.18444  -0.156
O: 2.01233 -5.07996 1.58185  0.009
C: 1.52649 -3.71235 3.63135  -0.196
C: 1.55287 -4.92466 4.60322  -0.755
I: -0.39846 -5.89287 4.54754  0.848
C: 2.66271 -5.99824 4.27810  -0.805
C: 4.09275 -5.39313 4.00231  -0.162
I: 2.84217 -7.33822 6.01085  0.755
C: 1.24061 -2.34633 4.14533  -0.215
P: 0.83784 -1.95475 5.95563  0.932
C: 2.53010 -1.73915 6.79882  -0.262
O: -0.01224 -3.24311 6.65880  -0.395
C: 1.25137 -1.17656 3.25670  -0.075
C: 1.51318 -1.35601 1.80332  0.000
C: 1.45353 -0.04910 0.94088  -0.239
O: 2.21577 0.18729 0.03021  0.086
C: 0.32573 0.94736 1.37937  0.027
C: -0.49576 1.66999 0.39776  -0.149
N: -0.20585 1.42378 -1.00515  0.057
C: -1.27870 0.73167 -1.69617  -0.396
C: -1.16532 0.34022 -3.21573  0.021
O: -2.28377 0.39330 -1.10516  0.082
C: 0.25301 2.61226 -1.70510  -0.395
C: 1.68501 3.13356 -1.29320  0.020
O: -0.36990 3.19755 -2.55956  0.087
C: -1.54691 2.53816 0.91387  0.043
C: -1.80810 2.70802 2.35224  0.026
C: -0.98226 1.99481 3.35397  -0.115
C: -1.23349 2.11938 4.89737  -0.112
C: -0.81734 3.53096 5.46117  -0.165
F: -0.84521 4.55350 4.48403  -0.076
C: 0.07025 1.12626 2.82655  -0.012
C: 0.99780 0.28093 3.76618  -0.310
O: 1.49184 0.74390 4.76853  0.069
H: 6.07577 1.94906 0.99434  0.092
H: 5.21740 0.40458 0.57979  0.087
H: 4.67240 1.96968 -0.17292  0.080
H: 6.28559 -0.91733 -0.71442  0.114
H: 7.17702 -0.31522 -2.20115  0.133
H: 4.09006 -0.25461 -1.75744  0.083
H: 4.93594 0.88569 -2.90578  0.125
H: 4.12354 -1.08620 -4.15762  0.110
H: 5.96638 -1.06977 -4.20864  0.109
H: 5.24111 -3.40452 -3.68307  0.107
H: 5.82277 -2.77282 -2.07631  0.103
H: 2.92121 -2.10373 -2.64482  0.105
H: 3.16767 -3.90468 -2.55485  0.114
H: 4.07195 -1.90175 -0.31337  0.099
H: 4.09995 -3.70278 -0.23802  0.114
H: 1.47541 -3.72773 -0.67434  0.132
H: 1.55052 -1.93374 -0.80043  0.105
H: 2.65820 -4.97637 0.86157  0.097
H: 1.80321 -4.50865 5.62084  0.054
H: 2.30449 -6.63270 3.43130  0.055
H: 4.24404 -5.25539 2.89248  0.076
H: 4.26113 -4.45048 4.58194  0.087
H: 4.85182 -6.16228 4.31710  0.046
H: 2.94075 -2.69380 7.21451  0.038
H: 2.35168 -0.95396 7.58909  0.039
H: 3.21181 -1.25216 6.04483  0.047
H: 0.09204 -3.25490 7.62794  0.060
H: -1.25525 1.26386 -3.83928  0.064
H: -0.15463 -0.15024 -3.33475  0.091
H: -1.98695 -0.38149 -3.47201  0.096
H: 1.90447 4.14041 -1.72138  0.091
H: 1.70345 3.14993 -0.16323  0.089
H: 2.44736 2.35775 -1.58461  0.076
H: -2.22230 3.08760 0.22026  0.125
H: -2.62653 3.34111 2.75732  0.118
H: -0.76455 1.25393 5.42601  0.101
H: -2.35201 2.00752 5.02297  0.122
H: -1.57175 3.79320 6.25876  0.120
H: 0.19352 3.49712 5.94428  0.121
C: -2.65834 5.02478 -7.88215  -0.094
C: -1.86240 5.78852 -7.03664  -0.096
C: -1.43481 5.26501 -5.82249  -0.086
C: -1.80638 3.97826 -5.45063  -0.088
C: -2.61000 3.21746 -6.29189  -0.108
C: -3.03480 3.74033 -7.50872  -0.111
H: -2.98620 5.43105 -8.83199  0.100
H: -1.57436 6.79305 -7.32497  0.100
H: -0.81135 5.85967 -5.16484  0.103
H: -1.47064 3.56923 -4.50473  0.065
H: -2.90534 2.21556 -5.99969  0.101
H: -3.65950 3.14643 -8.16611  0.096
C: -4.80626 -1.25895 4.38810  -0.100
C: -5.61310 -1.20718 3.25756  -0.100
C: -5.03744 -1.17282 1.99267  -0.091
C: -3.65419 -1.18617 1.85790  -0.081
C: -2.84782 -1.22898 2.98896  -0.088
C: -3.42268 -1.26666 4.25378  -0.095
H: -5.25546 -1.29231 5.37410  0.098
H: -6.69212 -1.19430 3.36227  0.098
H: -5.66702 -1.13560 1.11112  0.101
H: -3.20492 -1.16159 0.87152  0.089
H: -1.76790 -1.23338 2.88430  0.088
H: -2.79207 -1.30209 5.13578  0.095
C: -6.69386 2.61980 -3.77832  -0.094
C: -5.88841 3.03648 -4.83148  -0.091
C: -6.25022 2.74352 -6.14145  -0.091
C: -7.41574 2.03038 -6.39701  -0.095
C: -8.21598 1.60621 -5.34307  -0.101
C: -7.85624 1.90191 -4.03406  -0.099
H: -6.41523 2.85384 -2.75740  0.100
H: -4.97814 3.59067 -4.63170  0.094
H: -5.62448 3.07093 -6.96234  0.077
H: -7.69960 1.80406 -7.41829  0.099
H: -9.12185 1.04494 -5.54222  0.099
H: -8.48169 1.57296 -3.21220  0.099



Q: What is the total energy in the first record?
A: -156111.2393 eV